Entry 1:
{"formula": "C22H54ClN10O4P3", "method": "ωB97M-V/def2-TZVPD", "e_homo_ev": -7.627, "e_above_lowest_kj_mol": 486.9, "orbital_gap_ev": 7.603, "smiles": "CC[C@H](Cl)[C@](C#N)([PH2]=N)[C@](C#N)(CNC)COO.CN(C)P(=O)(N(C)C)N(C)C.CN(C)P(=O)(N(C)C)N(C)C", "e_tot_ev": -87159.4346, "e_lumo_ev": 0.0, "species": ["C", "C", "C", "Cl", "C", "C", "N", "P", "N", "C", "C", "N", "C", "N", "C", "C", "O", "O", "H", "H", "H", "H", "H", "H", "H", "H", "H", "H", "H", "H", "H", "H", "H", "H", "H", "H", "C", "N", "C", "P", "O", "N", "C", "C", "N", "C", "C", "H", "H", "H", "H", "H", "H", "H", "H", "H", "H", "H", "H", "H", "H", "H", "H", "H", "H", "C", "N", "C", "P", "O", "N", "C", "C", "N", "C", "C", "H", "H", "H", "H", "H", "H", "H", "H", "H", "H", "H", "H", "H", "H", "H", "H", "H", "H"], "positions_angstrom": [[7.4900, -0.3882, 3.1871], [6.5940, -0.8230, 1.9554], [5.1027, -1.0621, 2.4139], [4.6018, -2.5998, 1.5728], [4.1496, 0.1300, 1.9886], [4.1536, 0.0721, 0.4733], [4.2194, 0.1285, -0.6390], [4.8955, 1.7817, 2.4853], [4.3511, 3.0308, 1.6847], [2.6588, -0.1026, 2.4643], [2.5584, -1.1205, 3.5795], [2.5551, -1.9511, 4.3185], [1.7259, -0.6740, 1.3271], [0.4247, -1.0557, 1.9393], [0.0234, -2.4247, 1.5650], [1.9263, 1.1495, 3.0108], [1.4892, 2.0058, 1.9737], [0.9601, 3.1526, 2.5357], [6.8717, -0.0908, 4.0549], [8.0112, 0.5408, 2.8901], [8.2287, -1.1495, 3.4622], [7.0037, -1.7894, 1.6354], [6.6770, -0.0477, 1.1829], [5.1479, -1.1846, 3.5033], [6.3074, 1.8027, 2.3095], [4.6291, 1.9045, 3.8847], [3.6818, 2.7128, 0.9838], [1.5014, 0.0781, 0.5583], [2.1527, -1.6058, 0.9280], [-0.2589, -0.4145, 1.5430], [-0.2833, -2.5458, 0.5115], [-0.8733, -2.6649, 2.1637], [0.7995, -3.1355, 1.8861], [2.4702, 1.6732, 3.8238], [1.0066, 0.7607, 3.5068], [0.6127, 2.9651, 3.4254], [-3.7757, -6.3013, -1.9498], [-3.4634, -5.9307, -0.5895], [-2.7451, -6.9922, 0.1059], [-3.8629, -4.5505, 0.3576], [-2.4329, -4.0402, 0.4885], [-4.4057, -3.1850, -0.5650], [-4.8741, -3.2475, -1.9330], [-3.6267, -1.9555, -0.4129], [-5.5007, -5.0594, 0.5482], [-6.0977, -6.3307, 0.1897], [-6.5245, -4.0628, 0.8681], [-4.4253, -7.1881, -1.9885], [-2.8611, -6.5460, -2.5018], [-4.2787, -5.5361, -2.5273], [-3.3739, -7.4599, 0.8766], [-1.8497, -6.6000, 0.5974], [-2.4208, -7.7804, -0.5734], [-4.0504, -3.4049, -2.6399], [-5.3669, -2.3105, -2.2099], [-5.6366, -4.0180, -2.0680], [-2.7055, -1.9836, -1.0087], [-3.3578, -1.7839, 0.6276], [-4.2071, -1.0861, -0.7344], [-6.4328, -6.3164, -0.8508], [-6.9743, -6.5332, 0.8112], [-5.4343, -7.1756, 0.3578], [-7.0131, -3.6961, -0.0394], [-6.1029, -3.2135, 1.3998], [-7.3009, -4.4806, 1.5156], [0.7394, 3.5222, -0.5717], [0.3146, 3.3609, -1.9440], [0.5866, 2.0165, -2.4363], [-0.3361, 4.4640, -3.0900], [-1.7026, 3.7952, -3.1856], [-0.9566, 5.9347, -2.4085], [-0.6425, 6.4237, -1.0833], [-2.3669, 6.2204, -2.6714], [1.1911, 5.2331, -3.3268], [2.4943, 4.8196, -2.8416], [1.2286, 6.5987, -3.8518], [1.8233, 3.3641, -0.4707], [0.2441, 2.7878, 0.0689], [0.5375, 4.4883, -0.1266], [1.3945, 2.0201, -3.1812], [-0.3023, 1.5865, -2.9087], [0.8858, 1.3398, -1.6350], [-1.1468, 5.8410, -0.3027], [-0.9658, 7.4640, -0.9747], [0.4342, 6.4421, -0.9002], [-3.0268, 5.6435, -2.0119], [-2.6306, 5.9951, -3.7023], [-2.5826, 7.2822, -2.5168], [2.6740, 5.2176, -1.8395], [3.2861, 5.2032, -3.4911], [2.6279, 3.7405, -2.8449], [1.2746, 7.3310, -3.0401], [0.3559, 6.8160, -4.4628], [2.1026, 6.7581, -4.4903]], "lowdin_charge": [-0.11, -0.28, -0.61, 0.69, -0.43, -0.30, 0.22, 0.80, -0.26, -0.32, -0.22, 0.21, -0.17, -0.10, -0.12, -0.20, -0.20, -0.01, 0.07, 0.06, 0.07, 0.08, 0.09, 0.10, 0.02, 0.02, -0.05, 0.12, 0.09, 0.11, 0.07, 0.07, 0.08, 0.12, 0.14, 0.11, -0.13, -0.34, -0.13, 0.75, -0.31, -0.33, -0.14, -0.15, -0.30, -0.11, -0.13, 0.08, 0.09, 0.05, 0.07, 0.07, 0.08, 0.09, 0.08, 0.07, 0.08, 0.07, 0.08, 0.09, 0.08, 0.07, 0.08, 0.08, 0.08, -0.13, -0.33, -0.13, 0.73, -0.31, -0.33, -0.15, -0.15, -0.30, -0.11, -0.13, 0.07, 0.07, 0.05, 0.07, 0.07, 0.07, 0.09, 0.08, 0.07, 0.08, 0.07, 0.08, 0.09, 0.08, 0.07, 0.08, 0.08, 0.08]}



Entry 2:
{"formula": "C2F4N2S", "method": "ωB97M-V/def2-TZVPD", "e_homo_ev": -9.859, "e_above_lowest_kj_mol": 372.2, "orbital_gap_ev": 8.494, "smiles": "N#S(F)(F)N=C=C(F)F", "e_tot_ev": -26753.1033, "e_lumo_ev": -1.4, "species": ["N", "S", "F", "F", "N", "C", "C", "F", "F"], "positions_angstrom": [[0.2243, -1.8966, 0.9589], [0.8060, -0.6482, 1.4147], [0.9229, -0.3176, 3.0293], [2.3308, -0.1956, 0.8502], [0.0959, 0.8832, 0.7634], [-0.4173, 0.7915, -0.3227], [-0.9750, 0.3762, -1.4423], [-0.2278, 0.1449, -2.5146], [-2.2825, 0.3741, -1.4752]], "nbo_charge": [-0.86, 1.97, -0.45, -0.48, -0.54, 0.21, 0.68, -0.26, -0.26]}



Entry 3:
{"formula": "C27H34O16S3V", "method": "ωB97M-V/def2-TZVPD", "e_homo_ev": [-1.763, -1.762], "e_above_lowest_kj_mol": 104.7, "s2": 0.81, "orbital_gap_ev": [5.004, 5.003], "charge": -2, "e_tot_ev": -119501.3779, "e_lumo_ev": [3.2, 3.2], "spin_multiplicity": 2, "species": ["O", "V", "C", "C", "C", "O", "C", "C", "C", "O", "O", "O", "H", "H", "C", "C", "C", "O", "C", "C", "C", "O", "O", "O", "H", "H", "C", "C", "O", "C", "H", "H", "H", "H", "H", "H", "C", "C", "C", "S", "O", "O", "C", "H", "H", "H", "H", "H", "H", "H", "H", "C", "C", "C", "S", "O", "O", "C", "H", "H", "H", "H", "H", "H", "H", "H", "C", "C", "C", "S", "O", "O", "C", "H", "H", "H", "H", "H", "H", "H", "H"], "positions_angstrom": [[1.1042, 0.4512, 1.2337], [-0.1645, -0.2175, 0.4870], [2.7085, -3.6985, 0.5056], [1.5873, -2.6814, 0.5734], [0.5980, -2.7101, 1.8694], [-0.2108, -1.7396, 1.9400], [0.8593, -3.7608, 2.8937], [1.9342, -4.6191, 2.7677], [2.8049, -4.6450, 1.4987], [3.7155, -5.5397, 1.2602], [2.2112, -5.4143, 3.7841], [1.4205, -1.7827, -0.2530], [3.3615, -3.7444, -0.3533], [0.2365, -3.7510, 3.7759], [-1.9433, 3.7805, -0.1021], [-2.8107, 4.4612, 0.6618], [-3.3189, 3.9720, 2.0015], [-4.2087, 4.6390, 2.6682], [-2.8861, 2.8044, 2.5584], [-1.9172, 1.9614, 1.8060], [-1.4375, 2.5212, 0.3603], [-0.7064, 1.7932, -0.3002], [-1.3212, 0.9315, 2.1704], [-3.1917, 5.5525, 0.0758], [-1.6870, 4.0893, -1.1047], [-3.2193, 2.5814, 3.5612], [3.4672, 2.7577, 2.2742], [2.3938, 2.6162, 3.3812], [1.1903, 2.7064, 3.1077], [2.9048, 2.5129, 4.7663], [3.5769, 3.8422, 2.2766], [3.0466, 2.4560, 1.3149], [4.4159, 2.2954, 2.5465], [3.4934, 3.3778, 5.0721], [3.5561, 1.6424, 4.8445], [2.1483, 2.2841, 5.5169], [-4.0003, -2.8845, 3.0578], [-5.1344, -3.0735, 2.0156], [-4.5282, -2.6016, 0.6609], [-3.6206, -1.0546, 1.0256], [-4.5181, 0.0800, 0.8178], [-2.3030, -1.0197, 0.4339], [-3.5026, -1.4029, 2.8913], [-3.1791, -3.5039, 2.6970], [-4.2901, -3.0997, 4.0863], [-5.9669, -2.4291, 2.2982], [-5.4159, -4.1261, 1.9853], [-5.1558, -2.5004, -0.2246], [-3.7517, -3.3182, 0.3931], [-4.2480, -0.7020, 3.2674], [-2.4610, -1.2324, 3.1634], [-2.5557, 1.0029, -3.7574], [-1.2911, 1.6736, -4.3259], [-0.0450, 1.1364, -3.5850], [-0.4894, -0.6094, -3.0195], [-0.6201, -0.5801, -1.5812], [0.3343, -1.6007, -3.7361], [-2.1882, -0.5474, -3.7744], [-3.4562, 1.0907, -4.3652], [-2.6975, 1.3275, -2.7266], [-1.3412, 2.7604, -4.3932], [-1.1779, 1.4418, -5.3849], [0.2799, 1.6639, -2.6882], [0.7427, 1.0218, -4.3297], [-2.8875, -1.1995, -3.2511], [-1.9421, -0.9602, -4.7527], [3.6968, -0.4181, -4.0794], [4.6640, 0.6796, -3.8657], [4.1750, 1.5950, -2.6990], [3.3668, 0.3573, -1.5024], [1.9488, 0.6712, -1.3315], [4.3368, 0.1102, -0.4190], [3.3849, -1.0290, -2.6939], [4.0638, -1.1588, -4.7899], [2.7942, -0.0597, -4.5742], [4.7314, 1.3283, -4.7391], [5.5800, 0.3032, -3.4104], [3.4346, 2.3534, -2.9536], [4.9337, 2.1369, -2.1344], [2.4491, -1.5862, -2.7382], [4.1393, -1.7621, -2.4081]], "lowdin_charge": [-0.24, 1.03, 0.00, -0.27, -0.23, -0.12, -0.01, -0.35, -0.39, -0.10, -0.09, -0.08, 0.09, 0.09, -0.03, -0.38, -0.39, -0.09, 0.00, -0.27, -0.30, -0.08, -0.07, -0.08, 0.10, 0.10, -0.01, -0.47, 0.07, -0.04, 0.08, 0.07, 0.07, 0.08, 0.08, 0.08, -0.20, -0.22, -0.22, 0.74, -0.31, -0.38, -0.15, 0.11, 0.11, 0.11, 0.11, 0.10, 0.10, 0.10, 0.09, -0.17, -0.22, -0.17, 0.78, -0.40, -0.33, -0.18, 0.11, 0.12, 0.11, 0.10, 0.08, 0.08, 0.10, 0.09, -0.24, -0.24, -0.18, 0.76, -0.36, -0.33, -0.20, 0.12, 0.10, 0.11, 0.12, 0.09, 0.09, 0.07, 0.11]}



Entry 4:
{"formula": "C3H7NO2", "method": "ωB97M-V/def2-TZVPD", "e_homo_ev": -9.418, "e_above_lowest_kj_mol": 552.4, "orbital_gap_ev": 10.339, "smiles": "C=NOCCO", "e_tot_ev": -8804.8033, "e_lumo_ev": 0.9, "species": ["C", "N", "O", "C", "C", "O", "H", "H", "H", "H", "H", "H", "H"], "positions_angstrom": [[2.1750, -0.4965, -0.2072], [1.1969, -0.0861, 0.4488], [0.5576, 0.5898, -0.6234], [-0.6225, 1.0952, -0.1900], [-1.2615, -0.0665, 0.4506], [-1.5090, -0.8998, -0.6441], [2.8478, -1.2581, 0.4263], [2.7014, 0.0543, -1.1493], [-1.0258, 1.4068, -1.1129], [-0.4526, 1.8151, 0.6954], [-2.2913, 0.1975, 0.9836], [-0.6655, -0.4420, 1.2657], [-1.6508, -1.9096, -0.3436]], "nbo_charge": [-0.09, -0.16, -0.41, -0.09, -0.09, -0.73, 0.17, 0.21, 0.21, 0.16, 0.14, 0.20, 0.47]}



Entry 5:
{"formula": "C4H7FO", "method": "ωB97M-V/def2-TZVPD", "e_homo_ev": -9.642, "e_above_lowest_kj_mol": 168.0, "orbital_gap_ev": 10.641, "smiles": "C[C@H]1[C@H](O)[C@@H]1F", "e_tot_ev": -9024.5299, "e_lumo_ev": 1.0, "species": ["C", "C", "C", "O", "C", "F", "H", "H", "H", "H", "H", "H", "H"], "positions_angstrom": [[-1.6969, -0.1606, -0.1663], [-0.2502, -0.1662, -0.5394], [0.6762, 0.6398, 0.3192], [1.5439, 1.4304, -0.2715], [0.8044, -0.8607, 0.3212], [1.9084, -1.3328, -0.3152], [-2.4903, -0.9931, -0.4704], [-1.6824, -0.1728, 0.9329], [-2.0679, 0.8652, -0.4908], [0.0122, -0.0397, -1.5401], [0.2933, 1.1421, 1.1965], [2.4618, 1.0565, -0.1913], [0.4876, -1.4080, 1.2151]], "nbo_charge": [-0.61, -0.29, 0.06, -0.69, 0.17, -0.34, 0.22, 0.20, 0.22, 0.23, 0.16, 0.48, 0.18]}



Entry 6:
{"formula": "C4H3I2NS", "method": "ωB97M-V/def2-TZVPD", "e_homo_ev": -8.726, "e_above_lowest_kj_mol": 159.9, "orbital_gap_ev": 7.622, "smiles": "IC#CSI.CC#N", "e_tot_ev": -32720.2187, "e_lumo_ev": -1.1, "species": ["I", "C", "C", "S", "I", "C", "C", "N", "H", "H", "H"], "positions_angstrom": [[1.3772, 2.8659, -0.7764], [1.7453, 0.8982, -0.3625], [2.1801, -0.0765, 0.1831], [2.4214, -1.6709, 0.8022], [1.4555, -3.0647, -0.8107], [-1.6830, 0.1815, -0.2899], [-1.2172, -0.1064, 0.9814], [-0.8138, 0.0602, 2.0336], [-1.5001, 1.2567, -0.3388], [-1.1854, -0.3698, -1.0966], [-2.7800, 0.0259, -0.3253]], "nbo_charge": [0.29, -0.25, -0.26, 0.13, 0.09, -0.74, 0.28, -0.32, 0.26, 0.26, 0.25]}